Entry 1:
ORCA calculation (ωB97M-V/def2-TZVPD) on a 2-piece molecular cluster, C2H4S2 overall at a distorted geometry.

Values from the calculation:
LUMO energy (eV): -0.375
Maximum force (eV/A): 6.6
Total charge: 0
Relative energy (zero: lowest compared OMol25 entry of this formula, charge and spin) (eV): 2.604
Gap between HOMO and LUMO (hartree): 0.3059

Last columns: bonded neighbours and bond lengths (Å).
Cartesian coordinates (Å):
1 C 0.53 0.07 -0.33  C2 1.547, S3 1.713, S4 1.749
2 C -0.83 -0.05 0.39  C1 1.547, H6 1.027, H7 1.045, H8 1.095
3 S 1.91 1.04 0.00  C1 1.713, S4 2.129
4 S 1.81 -1.09 -0.05  C1 1.749, S3 2.129
5 H 0.12 -0.07 -1.89  no bonds
6 H -0.73 0.18 1.39  C2 1.027
7 H -1.39 -0.92 0.33  C2 1.045
8 H -1.42 0.85 0.17  C2 1.095

=====

Entry 2:
ORCA calculation (ωB97M-V/def2-TZVPD) on one molecule with the formula C5H8N2.

Values from the calculation:
LUMO energy (eV): 0.441
Maximum force (eV/A): 0.4
Total charge: 0
Relative energy (zero: lowest compared OMol25 entry of this formula, charge and spin) (eV): 1.711
Gap between HOMO and LUMO (hartree): 0.3579
SMILES: CC1=C[C@@H](C)N=N1

Last columns: bonded neighbours and bond lengths (Å).
Cartesian coordinates (Å):
1 C 1.95 -0.99 -1.10  C2 1.493, H8 1.093, H9 1.094, H10 1.093
2 C 0.79 -0.16 -0.67  C1 1.493, C3 1.338, N7 1.439
3 C -0.53 -0.37 -0.69  C2 1.338, C4 1.493, H11 1.085
4 C -1.14 0.76 0.07  C3 1.493, C5 1.554, N6 1.471, H12 1.096
5 C -1.42 0.44 1.56  C4 1.554, H13 1.095, H14 1.096, H15 1.090
6 N -0.01 1.69 0.24  C4 1.471, N7 1.248
7 N 1.06 1.13 -0.08  C2 1.439, N6 1.248
8 H 1.92 -1.21 -2.17  C1 1.093
9 H 1.96 -1.95 -0.56  C1 1.094
10 H 2.88 -0.47 -0.87  C1 1.093
11 H -1.05 -1.21 -1.14  C3 1.085
12 H -2.01 1.24 -0.40  C4 1.096
13 H -1.40 1.36 2.16  C5 1.095
14 H -0.61 -0.21 1.94  C5 1.096
15 H -2.38 -0.06 1.70  C5 1.090

=====

What did the first record say?
ORCA calculation (ωB97M-V/def2-TZVPD) on a 2-piece molecular cluster, C2H4S2 overall at a distorted geometry.

Values from the calculation:
LUMO energy (eV): -0.375
Maximum force (eV/A): 6.6
Total charge: 0
Relative energy (zero: lowest compared OMol25 entry of this formula, charge and spin) (eV): 2.604
Gap between HOMO and LUMO (hartree): 0.3059

Last columns: bonded neighbours and bond lengths (Å).
Cartesian coordinates (Å):
1 C 0.53 0.07 -0.33  C2 1.547, S3 1.713, S4 1.749
2 C -0.83 -0.05 0.39  C1 1.547, H6 1.027, H7 1.045, H8 1.095
3 S 1.91 1.04 0.00  C1 1.713, S4 2.129
4 S 1.81 -1.09 -0.05  C1 1.749, S3 2.129
5 H 0.12 -0.07 -1.89  no bonds
6 H -0.73 0.18 1.39  C2 1.027
7 H -1.39 -0.92 0.33  C2 1.045
8 H -1.42 0.85 0.17  C2 1.095

=====

Repeat the first record exactly.
ORCA calculation (ωB97M-V/def2-TZVPD) on a 2-piece molecular cluster, C2H4S2 overall at a distorted geometry.

Values from the calculation:
LUMO energy (eV): -0.375
Maximum force (eV/A): 6.6
Total charge: 0
Relative energy (zero: lowest compared OMol25 entry of this formula, charge and spin) (eV): 2.604
Gap between HOMO and LUMO (hartree): 0.3059

Last columns: bonded neighbours and bond lengths (Å).
Cartesian coordinates (Å):
1 C 0.53 0.07 -0.33  C2 1.547, S3 1.713, S4 1.749
2 C -0.83 -0.05 0.39  C1 1.547, H6 1.027, H7 1.045, H8 1.095
3 S 1.91 1.04 0.00  C1 1.713, S4 2.129
4 S 1.81 -1.09 -0.05  C1 1.749, S3 2.129
5 H 0.12 -0.07 -1.89  no bonds
6 H -0.73 0.18 1.39  C2 1.027
7 H -1.39 -0.92 0.33  C2 1.045
8 H -1.42 0.85 0.17  C2 1.095

=====

- Number 2 is which compound?
  C5H8N2